Molecular formula: C3H17NO4
Method: DFT, wB97M-V/def2-TZVPD

CARTESIAN COORDINATES (ANGSTROEM)
C1 1.042 1.818 1.439
C2 1.219 0.941 0.212
C3 1.255 -0.525 0.576
N1 0.083 1.221 -0.743
H1 2.007 2.003 1.917
H2 0.636 2.795 1.175
H3 0.365 1.411 2.193
H4 2.096 1.278 -0.364
H5 1.646 -1.230 -0.137
H6 1.742 -0.834 1.504
H7 0.189 -0.784 0.710
H8 0.197 2.131 -1.170
H9 -0.786 1.181 -0.204
O1 -1.904 0.278 1.404
H10 -2.132 -0.668 1.317
H11 -2.640 0.822 1.689
O2 -0.563 -2.116 -1.455
H12 0.276 -2.170 -0.996
H13 -0.765 -1.189 -1.591
O3 0.748 0.823 -3.296
H14 0.588 0.095 -3.917
H15 0.598 0.663 -2.321
O4 -1.906 -2.321 0.879
H16 -2.043 -3.182 1.273
H17 -1.947 -2.437 -0.094

The calculation puts the LUMO energy at 0.55 eV. As for the gap between HOMO and LUMO: 10.093 eV. Its total charge is 0. Its HOMO energy is -0.3505 Eh. Its SMILES is CC(C)N.O.O.O.O.

Population analysis type Löwdin, resulting atomic charges in e: number 1, C, carries -0.0841; number 2, C, carries -0.4463; number 3, C, carries -0.0728; number 4, N, carries 0.0023; number 5, H, carries 0.0750; number 6, H, carries 0.0739; number 7, H, carries 0.0701; number 8, H, carries 0.1370; number 9, H, carries 0.0601; number 10, H, carries 0.0895; number 11, H, carries 0.0532; number 12, H, carries 0.0848; number 13, H, carries 0.0616; number 14, O, carries -0.0712; number 15, H, carries -0.0028; number 16, H, carries 0.0463; number 17, O, carries -0.0496; number 18, H, carries 0.0186; number 19, H, carries 0.0328; number 20, O, carries -0.1263; number 21, H, carries 0.0282; number 22, H, carries -0.0264; number 23, O, carries -0.0631; number 24, H, carries 0.0600; number 25, H, carries 0.0494